1.
The following is a quantum chemistry calculation of a 11-piece molecular cluster, C44H121N11O11 overall in a non-equilibrium geometry, from the OMol25 dataset.

The geometry in XYZ format:
```
187
Properties=species:S:1:pos:R:3:forces:R:3:lowdin_charge:R:1
H -2.51261 0.67274 3.67212 -0.351 0.452 0.012 0.070
C -1.01334 -4.81324 -0.27277 -0.842 -0.365 0.101 -0.425
C -3.53290 0.63486 -3.22801 0.629 -2.107 -0.946 -0.453
H -5.07936 -4.06222 -2.18083 0.197 0.533 0.925 0.083
H -0.94282 1.44779 3.51523 0.191 -0.292 -0.088 0.061
O -4.63127 -4.83321 -3.88278 -0.239 -1.844 -1.962 -0.205
H 0.55847 -1.22832 4.11185 -0.428 0.015 0.000 0.075
C 6.45244 0.11781 -1.41406 -0.994 0.775 -0.922 -0.143
H -6.75680 -2.08599 -1.34778 0.385 -0.381 0.275 0.056
H 11.31123 2.41550 0.15717 -0.017 0.247 -0.193 0.066
H -4.90176 -0.09658 -4.80964 0.578 0.518 -0.364 0.078
O -2.25451 5.27177 3.80870 -0.979 0.969 -0.652 -0.185
H -1.93750 -1.56077 -2.09316 0.175 -0.307 -0.447 0.042
H 10.46403 3.55040 -1.89302 -0.193 0.532 -0.646 0.071
H 0.48044 -3.56143 -1.33647 -0.189 -0.218 0.047 0.052
C 5.09296 5.17351 -0.38968 -0.041 -1.111 0.664 -0.168
H 8.36780 0.59780 0.16842 -0.210 -0.302 0.140 0.117
N -7.28765 0.20359 1.10120 -0.487 -0.037 1.008 0.012
H -0.04576 -5.12968 -2.08386 0.008 0.529 -0.530 0.066
H -3.54262 -3.02380 6.15868 0.275 -0.534 0.006 0.082
H 3.03849 1.19444 -1.23616 -0.247 0.174 0.378 0.060
N -1.83940 -1.74669 -1.10528 0.297 -0.253 -0.103 0.089
C -5.09637 -0.56774 0.54622 -1.186 -1.078 -0.727 -0.164
C 0.34863 4.92024 0.70921 0.783 -0.106 -1.825 -0.178
C -0.99902 -0.79267 0.90668 0.759 0.368 0.445 -0.038
H 5.84287 7.60857 -1.27161 0.067 0.328 0.161 0.067
N 10.74310 1.65888 -0.19617 0.790 -0.194 -0.268 0.031
H -7.12939 -0.46017 -1.48630 -0.532 0.417 0.385 0.064
H -5.60263 -0.03236 -3.29431 0.178 0.186 0.530 0.058
C 2.39551 2.77479 3.51328 0.679 1.094 0.236 -0.061
H 4.25350 -1.86363 2.29953 0.206 -0.126 -0.045 0.082
C 0.41901 3.73408 -0.27805 -1.481 -0.283 0.399 -0.410
C -4.63955 -0.23869 -3.76123 -0.960 -1.446 -0.461 -0.064
H 7.02230 6.84592 0.54334 0.050 -0.137 0.492 0.082
C -1.44432 -6.30570 -0.08447 0.954 2.067 -0.149 -0.193
H -4.90099 -3.14941 1.50526 -0.057 -0.231 -0.153 0.086
H -3.81449 -2.19338 4.63053 -0.052 -0.197 -0.341 0.071
N 0.67747 -4.53700 3.87789 0.061 -1.661 0.367 0.031
H -4.13247 -7.64793 1.09203 -0.284 -0.095 -0.308 0.085
H -3.69737 -5.09955 -1.97579 0.194 -0.588 -0.363 0.073
C 2.38452 0.40905 -1.61508 0.443 0.005 -0.089 -0.182
C -1.52303 4.10978 3.98550 -0.178 -1.382 -0.065 -0.220
H 1.11041 7.53699 1.40137 1.369 -0.366 -0.581 0.073
C -1.35076 -3.44257 4.59967 0.306 1.226 0.144 -0.182
H 2.52252 3.85595 3.45799 0.095 0.240 -0.148 0.071
H -2.58965 -8.34225 1.25942 0.610 -0.047 -0.118 0.083
H -0.00140 -5.25607 4.08327 0.230 -0.810 0.129 0.059
O -4.23728 -1.64761 0.20109 -0.620 0.012 0.987 -0.248
H 6.69543 4.91242 -1.77929 0.262 -0.083 0.071 0.128
H -3.47071 -3.54782 -2.76239 -0.080 -0.016 -0.331 0.080
H 0.17828 -0.45147 -4.59645 0.676 -0.166 -0.444 0.052
H -1.18579 6.42984 5.15343 0.268 -0.261 0.212 0.085
H 5.07685 6.62752 -2.25200 -0.182 0.038 -0.530 0.066
H 0.56777 -4.43914 2.87865 0.067 0.263 -0.400 0.034
H -2.33857 0.69981 -4.99850 0.109 0.244 -0.256 0.110
C -3.18593 -2.21514 5.52078 -0.812 0.174 -0.002 -0.135
H -5.81864 -6.43641 -3.13186 -0.263 0.243 0.152 0.115
H -4.98993 -8.35807 -5.75190 0.148 -0.296 0.037 0.063
C 0.82082 -2.22337 3.75246 0.225 1.263 0.190 -0.058
H 1.05348 -5.19737 -0.81752 0.357 0.364 0.397 0.066
H 3.39903 2.08725 0.47356 -0.139 -0.361 0.053 0.041
H -2.74828 -1.51957 -0.72785 -0.310 -0.519 0.066 0.031
N -2.59416 2.91939 2.07549 -1.524 0.752 1.006 0.054
H -1.79692 1.67549 5.01412 0.020 -0.826 0.289 0.075
C 7.43349 6.02904 -0.04974 0.177 0.694 -0.792 -0.048
H 6.19268 -0.22998 -0.41423 0.663 -0.129 0.218 0.067
H -4.77634 -0.02239 1.43406 -0.016 -0.224 0.299 0.120
C -1.57077 6.44119 4.13374 -0.005 0.545 0.103 -0.119
H 7.77908 5.20009 0.56791 -0.349 0.089 -0.014 0.071
H -7.16100 0.94677 0.42907 0.001 0.204 -0.102 0.072
H -0.56881 4.95565 1.29669 -0.307 -0.082 -0.170 0.101
H -0.42435 7.15562 1.34763 -0.974 0.170 -0.380 0.050
H 8.74398 3.19991 -2.47689 0.268 0.251 -0.048 0.073
C 4.07990 -1.30848 1.37770 -0.257 1.170 -0.155 -0.093
H 0.37693 -1.18161 -2.23233 -0.262 0.875 -0.455 0.115
H -7.43455 -6.21543 -6.55800 -0.028 0.293 -0.392 0.063
H 5.32927 2.47935 -0.06486 0.306 -0.427 -0.552 0.079
C 9.49681 2.12652 -0.77405 -1.812 -1.026 0.517 -0.463
O -1.63664 -0.92050 -3.94120 -1.730 0.857 0.122 -0.262
H -1.68042 -4.26791 1.60930 -0.200 -0.130 -0.099 0.043
H -1.64786 -4.31560 5.18074 0.026 -0.211 0.326 0.120
C -6.61763 -0.98292 0.61726 0.953 0.832 -1.539 -0.402
H 0.18458 8.23145 0.07782 0.094 -0.576 -0.636 0.083
H 2.26945 0.65564 -2.67057 -0.032 -0.508 -0.310 0.040
H -0.32630 4.65878 -2.06984 0.050 0.267 0.048 0.066
H 4.42825 5.89700 0.08234 0.419 0.738 -0.367 0.133
H -1.24997 4.10368 5.04073 0.409 -0.596 0.243 0.124
H 8.96921 0.15790 -1.44921 -0.081 -0.320 -0.119 0.121
H -0.25647 -0.10369 1.30921 -0.202 0.131 0.360 0.073
H 1.33487 2.64374 3.29886 0.046 -0.591 0.129 0.056
N -5.91070 -7.96657 -5.61404 0.032 0.109 0.555 0.011
C -0.63443 -1.09893 -4.92568 0.115 0.542 0.912 -0.220
H -0.74809 -3.21317 0.80134 -0.048 -0.075 0.287 0.014
H 5.47472 0.28535 -1.86583 -0.023 0.643 -0.115 0.067
N -4.04017 1.95341 -3.35906 0.749 1.933 0.888 0.045
H 8.93783 2.70837 -0.04119 0.228 1.170 -0.179 0.112
H -1.45648 -6.77902 -1.06627 -0.194 -0.265 -0.068 0.115
O 1.16272 0.38336 -0.94370 -1.137 0.425 -0.471 -0.251
H 0.50940 -3.29920 5.57885 0.289 -0.155 0.090 0.134
H -1.59535 3.85493 -1.22227 -0.033 -0.287 0.405 0.076
C -3.99369 -2.59617 1.26272 -0.480 0.732 -0.946 -0.055
H 4.74038 -1.59234 0.55837 0.347 0.092 0.365 0.060
H 2.89819 -0.53291 -1.42284 0.283 -0.285 -0.494 0.062
H 1.20411 4.84787 1.38079 0.112 -0.049 0.286 0.107
H -4.51541 -1.32062 -3.71526 0.479 -0.043 0.360 0.070
C -3.16380 -7.69684 0.59466 -0.974 -0.015 1.062 -0.137
C 3.33186 2.14295 2.50645 -0.047 -0.662 -0.662 -0.405
H 6.80370 3.43730 -0.24541 0.349 -0.726 0.303 0.062
H -3.32694 2.55726 -2.97598 -0.022 0.596 0.461 0.063
C 0.36251 -0.77792 -1.21994 1.475 -0.267 1.449 -0.154
H -3.36909 3.09873 4.07017 -0.473 0.145 -0.462 0.131
H -3.46349 -1.31731 6.07302 0.573 0.272 -0.045 0.085
H 0.69467 -2.24095 2.66992 -0.715 -0.287 0.060 0.051
H -4.09026 2.29264 -4.30907 -0.205 -0.531 -0.495 0.077
H 10.66313 1.01926 0.58138 -0.493 -0.145 -0.044 0.065
H -1.78298 2.63205 1.54679 0.595 0.038 0.079 0.019
H -8.25346 -1.67300 -0.63787 -0.279 0.581 -0.176 0.069
H -4.21040 -6.82041 -3.70779 0.040 -0.423 -0.247 0.107
O 7.23420 1.32988 -1.43035 0.943 -1.608 0.753 -0.216
N -0.84343 -4.18749 1.04976 0.623 -0.368 -0.698 0.062
C 6.37145 5.69195 -1.08974 -0.525 -1.031 1.344 -0.462
C -7.24452 -1.28849 -0.78721 1.288 -1.268 0.373 -0.057
H -0.65938 4.05944 3.32243 0.504 0.254 0.162 0.102
H 0.93276 -1.52894 -0.67323 -0.168 -0.825 0.209 0.106
H -0.34841 -2.15031 -4.89600 0.073 0.126 -0.185 0.070
C -5.74871 -6.53096 -5.36355 0.753 0.348 1.820 -0.416
H -5.04524 -6.17910 -6.11814 0.056 0.753 0.148 0.126
H -3.69664 -2.07630 2.17354 0.428 0.022 0.041 0.075
C -5.09071 -6.21064 -3.91111 -0.077 0.600 -1.531 -0.138
H -3.22820 -3.24283 0.83380 -0.090 -0.057 0.435 0.069
H 4.49200 4.67073 -1.14742 -0.230 -0.253 -0.266 0.115
H 0.20095 1.83424 -0.29385 -0.372 -0.698 0.160 0.029
H -1.41373 1.09699 -3.52793 0.078 0.269 0.064 0.109
C 8.50815 0.94661 -0.85468 0.313 0.593 -0.665 -0.211
N 5.99800 6.82250 -1.88653 0.028 0.822 -0.413 0.036
H -1.78360 -4.29489 -0.84383 -0.547 -0.018 0.185 0.087
C -2.43371 2.93505 3.53502 0.162 -0.614 -0.741 -0.418
H -3.26726 -8.17080 -0.38144 0.091 0.142 -0.209 0.085
H 6.86744 -0.63625 -2.08284 0.482 -0.267 0.440 0.075
H 1.90975 -2.21297 3.79972 0.175 -0.541 0.564 0.066
H -3.31034 0.37100 -2.19412 -0.490 0.329 0.344 0.114
H 3.08509 -1.54723 1.00159 -0.326 0.063 0.148 0.068
N 3.12091 2.73589 1.19606 -1.432 -0.561 -0.811 0.069
C -0.99496 -0.67424 -0.57023 -0.914 -0.042 -1.484 -0.415
H 10.10987 2.09658 -2.82891 -0.054 -0.021 -0.042 0.082
H -8.26801 -0.03857 1.08220 -0.357 0.466 0.162 0.064
O 0.49072 6.06750 -0.12974 0.252 2.287 0.970 -0.190
H -1.54824 0.22695 -0.83451 0.721 0.887 -0.077 0.128
H -0.64095 -6.71516 0.52793 -0.095 -0.626 0.219 0.124
C 3.14104 0.59407 2.47029 1.127 1.897 -0.653 -0.172
H -0.35545 2.97311 -2.16326 -0.024 -0.460 0.325 0.059
H -0.75865 6.65723 3.43956 0.267 -0.129 -0.031 0.066
H -2.85985 3.86350 1.83430 -0.001 0.054 -0.642 0.056
H 0.86706 2.34284 1.00667 0.280 -0.287 0.626 0.033
H 6.31882 2.57776 1.31061 0.290 0.619 0.357 0.109
C 9.69588 2.81002 -2.11636 0.352 -0.310 1.050 -0.046
O 4.20262 0.12493 1.61898 -0.882 -1.476 0.303 -0.207
O -1.82691 -2.24793 5.21502 0.248 -0.110 0.116 -0.178
H -0.68436 -1.80274 1.16908 -0.229 0.619 0.337 0.040
C 0.18958 -3.37117 4.53932 -0.278 1.047 -0.782 -0.427
N 0.04783 2.51076 0.44030 0.531 0.380 0.049 0.053
H -2.00070 -0.55711 1.26618 0.153 -0.096 0.356 0.082
H 3.69666 3.54292 1.00291 -0.020 0.140 0.665 0.045
C -7.10405 -5.87276 -5.57747 0.418 0.052 -0.719 -0.074
H -6.35001 -7.97345 -6.52347 -0.149 -0.528 -0.182 0.054
H -0.95331 -0.76464 -5.91293 -0.157 -0.199 -0.176 0.069
H 2.15371 0.35629 2.07439 -0.127 -0.194 -0.233 0.112
C -2.17033 0.43802 -3.95387 -0.119 -1.039 -0.467 -0.162
H 1.40786 3.62431 -0.72327 0.386 0.396 0.322 0.121
H -6.95944 -4.79360 -5.62852 -0.392 0.003 0.242 0.080
H 3.20788 0.25430 3.50382 0.208 -0.466 0.050 0.121
H -6.80311 -1.80665 1.30659 0.144 -0.018 0.031 0.125
H -1.77121 -3.59120 3.60507 -0.113 0.278 -0.292 0.103
C 6.00675 3.16356 0.44599 0.331 -1.703 -1.855 -0.150
H 2.69882 2.55612 4.53714 -0.422 -0.473 0.110 0.077
H 4.38805 2.33715 2.69316 0.154 -0.220 1.092 0.126
C -4.15730 -4.38842 -2.66198 -1.024 0.657 1.259 -0.127
H 8.30255 6.45395 -0.55202 0.144 -0.058 -0.112 0.076
O -2.71252 -6.37111 0.56488 0.939 -0.103 -0.696 -0.187
C -1.94037 1.56102 3.93968 1.315 0.940 0.842 -0.064
O 5.29550 4.28093 0.71290 -0.476 2.715 1.359 -0.233
H -2.24979 7.29326 4.10206 -0.256 -0.166 -0.211 0.089
C 0.20827 -4.60274 -1.16413 -0.125 -1.742 0.304 -0.086
C 0.37831 7.30974 0.62646 -0.898 -1.301 1.045 -0.096
C -0.53299 3.78262 -1.45526 -0.003 1.442 -0.996 -0.078
H -7.93576 -6.19263 -4.94974 0.444 0.153 0.642 0.079
H -5.04396 0.12571 -0.29312 0.204 0.159 -0.090 0.119
```
Forces are in eV/Å.

Properties
relative energy (zero: lowest compared OMol25 entry of this formula, charge and spin)	2.4	kcal per mole
electronic energy	-3178.6087	a.u.
E_HOMO (spin up / spin down)	0.60 / -6.61	eV
multiplicity	2
net charge	-1
frontier orbital gap (spin up / spin down)	0.0568 / 0.3211	Ha
LUMO (spin up / spin down)	2.15 / 2.13	eV

---

2.
The following is a quantum chemistry calculation of one molecule with the formula C20H23NO4S, from the OMol25 dataset.

The geometry in XYZ format:
```
49
Properties=species:S:1:pos:R:3:forces:R:3:lowdin_charge:R:1
H 3.90115 2.70888 -0.73464 0.022 -0.007 0.054 0.111
C -1.61701 2.93061 0.26953 0.096 -0.019 -0.032 -0.141
H -3.72443 3.19391 0.44676 -0.077 0.056 0.043 0.106
C 0.21210 -0.60685 1.95709 -0.156 0.150 0.156 0.005
H -1.37266 3.66692 1.02123 -0.028 0.097 0.109 0.101
H -4.25667 1.52830 -1.29841 -0.099 -0.029 -0.028 0.103
H 5.52755 0.91159 -0.76276 -0.015 -0.106 -0.050 0.122
C 3.57317 1.72735 -0.38685 -0.086 0.063 -0.061 -0.254
C -2.26658 -1.88878 -0.61926 -0.142 -0.124 -0.217 -0.473
C 1.36138 -1.21349 1.49141 -0.114 -0.117 -0.108 -0.017
C -0.88068 1.31396 -1.34817 0.039 0.042 -0.021 -0.093
C 2.11935 1.51340 -0.78446 -0.510 0.302 0.262 -0.479
C -3.22882 1.73060 -1.03825 -0.075 -0.023 -0.047 -0.083
H -3.17507 1.00905 2.91378 0.068 0.012 0.029 0.099
H -1.86976 0.11661 3.73339 0.003 0.016 -0.039 0.100
C 1.34079 -2.01404 0.35257 0.018 -0.113 0.034 -0.209
H -1.48274 1.49900 2.66412 -0.008 -0.042 0.014 0.086
O 4.64733 -0.92903 0.84592 0.082 0.039 0.510 0.064
N 3.33632 -1.48887 -0.90188 -0.043 -0.332 -0.331 0.071
C 4.19032 -0.66506 -0.24500 0.166 0.200 -0.699 -0.520
H 1.97900 1.69317 -1.85191 0.034 -0.127 -0.035 0.088
H 2.44971 -3.37602 -0.90287 0.035 0.010 0.089 0.124
C 4.49158 0.63922 -0.96425 -0.036 0.070 0.330 -0.104
O -2.24197 -2.35625 -1.73591 -0.050 0.025 0.012 0.096
C -1.04290 -1.61121 0.16767 0.028 0.111 0.257 -0.050
C -2.20162 1.06454 -1.68046 -0.096 0.016 -0.090 -0.082
H 2.92679 -1.17742 -1.76880 0.101 0.101 0.093 0.140
H 0.06802 -2.80065 -1.18878 -0.013 -0.060 -0.087 0.127
O -2.16301 -0.21184 1.70384 0.180 -0.053 -0.064 -0.070
H 4.34790 0.54618 -2.04162 0.023 -0.001 -0.052 0.115
H 1.77944 0.51302 -0.51668 0.023 0.001 -0.125 0.049
H -4.60901 -1.27202 -1.62679 -0.036 -0.039 0.054 0.091
C -4.59640 -1.84799 -0.69893 -0.161 -0.170 -0.328 -0.042
H 2.29612 -1.05338 2.00801 0.115 0.027 0.078 0.120
C -1.01141 -0.78846 1.30961 0.095 -0.215 -0.197 -0.212
C 0.13359 -2.19375 -0.29710 -0.072 0.066 0.183 0.034
H -0.10343 0.77023 -1.86044 0.101 -0.040 -0.019 0.099
H -5.41123 -1.54255 -0.04781 0.043 -0.001 -0.009 0.096
H -2.41614 0.33935 -2.45137 -0.053 -0.092 -0.057 0.109
C 2.63290 -2.55576 -0.20666 -0.045 0.066 0.168 -0.119
O -3.40091 -1.59986 0.02069 0.121 -0.049 0.142 -0.030
C -0.58292 2.25096 -0.37028 0.356 0.041 0.031 -0.532
H 3.29081 -2.89031 0.59827 -0.079 -0.076 -0.156 0.126
H 3.65701 1.71190 0.70190 0.070 0.041 0.003 0.111
S 1.05769 2.68154 0.13606 0.224 -0.078 -0.091 0.959
H -4.67975 -2.90884 -0.94708 -0.036 0.106 0.007 0.098
H 0.27596 0.01718 2.83358 -0.033 0.077 0.072 0.109
C -2.93028 2.66579 -0.06000 -0.048 0.049 0.018 -0.087
C -2.15253 0.64820 2.81920 0.064 0.127 0.199 -0.066
```
Forces are in eV/Å.

Properties
relative energy (zero: lowest compared OMol25 entry of this formula, charge and spin)	0.0	kcal per mole
electronic energy	-1529.8525	a.u.
SMILES	COC(=O)c1cc(CNC(=O)CCCSc2ccccc2)ccc1OC
E_HOMO	-8.13	eV
net charge	0
frontier orbital gap	0.3178	Ha
LUMO	0.52	eV

---

Q: Which of these has the lowest electronic energy?
A: C44H121N11O11

---

Q: Among the records above, which one has the lowest electronic energy?
A: C44H121N11O11